Record 1
This record from OMol25 describes 5 unconnected molecules or ions with the total composition C9H27NO5. The level of theory is ωB97M-V with the def2-TZVPD basis set.

Atoms and positions in Å:
C -0.544 0.433 4.404
C -0.737 0.928 2.977
C -2.161 1.502 2.789
C 0.296 2.044 2.743
C 0.565 2.367 1.276
C 1.020 1.070 0.573
C -0.048 -0.017 0.724
C -1.244 0.152 -0.220
C 0.670 -1.345 0.356
N -0.408 -0.229 2.120
O -1.328 -1.275 2.278
H -1.302 -0.305 4.684
H 0.412 -0.006 4.690
H -0.703 1.265 5.102
H -2.782 0.798 2.224
H -2.697 1.499 3.742
H -2.183 2.473 2.305
H -0.142 2.937 3.206
H 1.185 1.892 3.360
H -0.401 2.592 0.817
H 1.280 3.177 1.176
H 2.011 0.799 0.941
H 1.171 1.301 -0.485
H -1.942 -0.673 -0.049
H -0.966 0.209 -1.273
H -1.945 0.987 -0.095
H 1.613 -1.534 0.872
H 1.035 -1.539 -0.671
H -0.049 -2.166 0.425
H -0.836 -1.923 2.795
O -0.953 -2.267 -4.463
H -1.404 -2.830 -5.104
H -0.531 -2.885 -3.851
O 1.232 -0.391 -3.776
H 0.699 -1.174 -3.993
H 0.923 -0.125 -2.901
O 2.883 -4.023 -4.264
H 2.236 -3.477 -4.727
H 2.528 -4.126 -3.374
O 1.488 1.520 -5.882
H 0.622 1.493 -6.300
H 1.435 0.871 -5.152

SMILES string = CC1(C)CCCC(C)(C)N1O.O.O.O.O
LUMO energy = -0.13 eV
HOMO = -8.63 eV
2S+1 = 1
relative energy (zero: lowest compared OMol25 entry of this formula, charge and spin) = 21.6 kcal/mol
electronic energy = -789.9965 hartree

=====

Record 2
This record from OMol25 describes a single C27H26FN5O4 molecule. The level of theory is ωB97M-V with the def2-TZVPD basis set.

Atoms and positions in Å:
C 3.513 -1.168 2.704
C 2.509 -1.829 1.773
N 1.237 -1.126 1.632
C 1.032 0.082 2.174
C -0.113 0.816 2.066
C -0.090 2.159 2.715
O 0.912 2.584 3.274
N -1.245 2.842 2.631
C -1.367 4.205 3.078
C -1.431 5.173 1.925
C -2.297 6.259 1.931
C -2.302 7.113 0.839
N -1.529 6.948 -0.220
C -0.704 5.914 -0.226
C -0.614 5.004 0.812
C -1.238 0.305 1.320
O -2.312 0.895 1.154
C -0.987 -1.004 0.720
C -1.990 -1.589 -0.058
C -1.756 -2.739 -0.754
F -2.775 -3.259 -1.482
C -0.499 -3.381 -0.742
N -0.254 -4.458 -1.590
C 1.021 -5.147 -1.516
C 2.089 -4.416 -2.378
N 1.579 -3.104 -2.725
C 2.066 -2.032 -2.051
O 3.100 -2.125 -1.396
C 1.354 -0.746 -2.024
C 1.829 0.403 -1.435
C 0.775 1.337 -1.468
C -0.271 0.697 -2.062
O 0.065 -0.554 -2.404
C 0.411 -3.178 -3.572
C -0.568 -4.234 -2.992
C 0.441 -2.870 0.148
C 0.238 -1.683 0.857
H 4.388 -1.810 2.763
H 3.835 -0.202 2.326
H 3.112 -1.048 3.708
H 2.289 -2.832 2.157
H 2.960 -1.922 0.778
H 1.836 0.526 2.742
H -1.998 2.418 2.090
H -2.254 4.312 3.710
H -0.474 4.418 3.680
H -2.953 6.437 2.770
H -2.962 7.970 0.806
H -0.086 5.817 -1.110
H 0.081 4.179 0.770
H -2.948 -1.096 -0.117
H 1.331 -5.240 -0.477
H 0.861 -6.158 -1.902
H 2.288 -4.968 -3.300
H 3.025 -4.283 -1.835
H 2.813 0.540 -1.039
H 0.787 2.340 -1.098
H -1.271 1.012 -2.282
H 0.729 -3.474 -4.580
H -0.067 -2.205 -3.635
H -1.596 -3.910 -3.122
H -0.453 -5.192 -3.505
H 1.397 -3.354 0.222

SMILES string = CCn1cc(C(=O)NCc2ccncc2)c(=O)c2cc(F)c(N3CCN(C(=O)c4ccco4)CC3)cc21
LUMO energy = 0.21 eV
HOMO = -8.37 eV
2S+1 = 1
relative energy (zero: lowest compared OMol25 entry of this formula, charge and spin) = 0.0 kcal/mol
electronic energy = -1719.1298 hartree

=====

Record 3
This record from OMol25 describes a molecular structure, C38H32CoF2GeN2O2. The level of theory is ωB97M-V with the def2-TZVPD basis set.

Atoms and positions in Å:
Co -0.319 0.034 -2.655
F -2.259 -4.630 -4.493
C -2.268 -3.313 -4.563
C -1.299 -2.582 -3.959
C -1.378 -1.214 -3.908
C -2.446 -0.549 -4.550
C -3.365 -1.343 -5.204
F -4.433 -0.775 -5.840
C -3.322 -2.700 -5.229
C -2.528 0.956 -4.486
C -3.481 1.740 -5.103
C -3.425 3.108 -4.988
C -2.371 3.701 -4.246
C -1.433 2.857 -3.687
N -1.481 1.539 -3.824
H -0.495 -3.095 -3.412
H -4.061 -3.294 -5.755
H -4.280 1.262 -5.602
H -4.189 3.687 -5.482
H -2.302 4.799 -4.173
H -0.569 3.252 -3.115
C 5.833 -0.969 -4.263
C 4.406 -0.630 -3.809
C 3.919 -1.079 -2.567
C 2.593 -0.884 -2.266
N 1.765 -0.228 -3.085
C 2.204 0.142 -4.294
C 3.510 0.002 -4.678
H 5.842 -1.969 -4.751
H 6.490 -1.011 -3.431
H 6.191 -0.200 -4.917
H 4.536 -1.589 -1.870
H 2.204 -1.230 -1.336
H 1.439 0.547 -4.966
H 3.788 0.344 -5.672
O -0.114 -1.540 -0.955
C -0.800 -0.699 -0.326
O -0.939 0.481 -0.800
C -1.585 -1.124 0.910
C -1.967 0.038 1.891
Ge -0.655 0.211 3.343
C -0.741 -1.202 4.725
C -0.103 -1.039 5.962
C 0.003 -2.096 6.843
C -0.646 -3.292 6.550
C -1.365 -3.419 5.391
C -1.392 -2.389 4.454
C 1.093 0.084 2.482
C 1.676 1.186 1.818
C 2.907 1.026 1.184
C 3.564 -0.195 1.185
C 3.016 -1.293 1.859
C 1.807 -1.130 2.508
C -0.704 1.964 4.188
C -1.912 2.690 4.184
C -1.983 3.925 4.770
C -0.857 4.520 5.329
C 0.328 3.796 5.348
C 0.404 2.530 4.786
H -1.019 -1.898 1.383
H -2.436 -1.643 0.542
H -2.950 -0.192 2.302
H -2.027 0.970 1.329
H 0.311 -0.081 6.301
H 0.466 -1.996 7.830
H -0.546 -4.124 7.244
H -1.905 -4.343 5.155
H -1.950 -2.519 3.533
H 1.189 2.127 1.750
H 3.395 1.891 0.700
H 4.524 -0.278 0.681
H 3.639 -2.199 1.916
H 1.357 -1.936 3.066
H -2.770 2.270 3.706
H -2.888 4.511 4.778
H -0.993 5.517 5.720
H 1.234 4.201 5.810
H 1.319 2.003 4.806

LUMO energy (alpha / beta) = 0.40 / 0.20 eV
HOMO (alpha / beta) = -7.80 / -8.23 eV
2S+1 = 4
relative energy (zero: lowest compared OMol25 entry of this formula, charge and spin) = 0.0 kcal/mol
electronic energy = -5386.6883 hartree

=====

Record 4
This record from OMol25 describes a molecular structure, C5H8O. The level of theory is ωB97M-V with the def2-TZVPD basis set.

Atoms and positions in Å:
C -2.023 0.668 -0.065
C -2.605 -0.418 0.429
C 2.049 0.598 -0.501
C 1.538 -0.812 -0.664
O 1.341 -0.852 0.788
C 1.786 0.449 0.795
H -2.062 0.907 -1.126
H -1.486 1.369 0.570
H -2.571 -0.653 1.490
H -3.146 -1.118 -0.205
H 0.556 -0.936 -1.129
H 2.235 -1.579 -1.012
H 1.810 1.041 1.702
H 2.578 1.336 -1.072

LUMO energy = 1.16 eV
HOMO = -8.91 eV
2S+1 = 1
relative energy (zero: lowest compared OMol25 entry of this formula, charge and spin) = 76.5 kcal/mol
electronic energy = -270.4359 hartree

=====

Record 5
This record from OMol25 describes a molecular structure, C17H30BrN4O13S2. The level of theory is ωB97M-V with the def2-TZVPD basis set.

Atoms and positions in Å:
N -0.916 -0.684 1.511
C -1.499 -0.540 0.392
N -1.627 -1.556 -0.587
N -2.083 0.666 0.052
C -1.528 1.820 0.778
C -2.018 3.091 0.119
C -1.664 4.351 0.902
C -0.282 4.373 1.569
S 1.164 4.211 0.492
O 1.930 5.419 0.647
O 1.875 3.063 0.979
N 0.714 3.849 -1.028
S 0.494 5.137 -1.944
O 1.658 5.916 -2.210
O -0.669 5.908 -1.617
Br -0.006 4.153 -3.907
H -0.569 -1.637 1.557
H -1.540 -2.454 -0.107
H -0.845 -1.502 -1.230
H -1.900 0.819 -0.936
H -1.831 1.799 1.816
H -0.446 1.784 0.702
H -3.106 3.023 0.096
H -1.695 3.165 -0.911
H -1.792 5.256 0.324
H -2.383 4.419 1.718
H -0.226 3.556 2.275
H -0.175 5.290 2.132
C -4.018 -7.410 -0.352
C -2.868 -6.540 -0.793
C -1.504 -7.177 -0.690
O -0.655 -6.028 -0.538
C -1.397 -5.062 0.045
O -0.956 -4.043 0.480
O -2.702 -5.404 0.077
H -4.239 -8.163 -1.108
H -3.792 -7.916 0.587
H -4.909 -6.806 -0.187
H -3.050 -6.158 -1.801
H -1.225 -7.749 -1.571
H -1.394 -7.803 0.198
C 4.409 6.655 -2.968
C 5.220 6.966 -4.201
C 4.421 7.486 -5.368
O 5.241 7.099 -6.486
C 5.935 5.995 -6.108
O 6.571 5.317 -6.850
O 5.801 5.776 -4.781
H 4.122 7.572 -2.454
H 3.507 6.108 -3.216
H 4.981 6.033 -2.280
H 6.045 7.643 -3.953
H 4.282 8.565 -5.349
H 3.451 6.997 -5.466
C 0.516 -5.215 3.800
C -0.877 -5.532 4.279
C -1.146 -5.225 5.730
O -2.201 -6.152 6.037
C -2.056 -7.217 5.210
O -2.650 -8.240 5.315
O -1.137 -6.952 4.248
H 0.638 -4.142 3.662
H 1.271 -5.561 4.509
H 0.712 -5.714 2.852
H -1.613 -5.048 3.631
H -1.470 -4.202 5.901
H -0.295 -5.450 6.376

net charge = -1
LUMO energy = 1.69 eV
HOMO = -6.53 eV
2S+1 = 1
relative energy (zero: lowest compared OMol25 entry of this formula, charge and spin) = 0.0 kcal/mol
electronic energy = -5233.4375 hartree

=====

Record 6
This record from OMol25 describes a single C2H6N2S2 molecule. The level of theory is ωB97M-V with the def2-TZVPD basis set.

Atoms and positions in Å:
C -0.879 -0.343 -0.514
C -2.187 -0.550 0.209
N 1.476 0.576 -0.219
N 2.565 1.357 -0.115
S 0.060 1.145 0.122
S -3.346 0.855 -0.071
H -0.300 -1.108 -0.225
H -0.889 -0.305 -1.554
H -2.674 -1.351 -0.257
H -1.992 -0.799 1.306
H 3.433 0.883 -0.037
H 2.452 2.141 0.453

LUMO energy (alpha / beta) = 0.75 / -2.00 eV
HOMO (alpha / beta) = -9.31 / -6.83 eV
2S+1 = 1
relative energy (zero: lowest compared OMol25 entry of this formula, charge and spin) = 89.6 kcal/mol
electronic energy = -985.5407 hartree

=====

Record 7
This record from OMol25 describes a molecular structure, C36H100NO17S2. The level of theory is ωB97M-V with the def2-TZVPD basis set.

Atoms and positions in Å:
C 2.705 -3.287 1.419
C 2.921 -3.550 -0.132
C 4.431 -3.311 -0.563
C 4.470 -3.064 -2.117
C 5.817 -2.379 -2.611
C 5.593 -1.019 -3.364
C 5.736 0.277 -2.478
C 5.354 0.097 -0.970
C 5.593 1.379 -0.072
C 5.532 2.742 -0.838
C 4.084 3.203 -1.257
C 2.940 2.740 -0.284
C 1.559 3.166 -0.926
S 0.503 4.184 0.182
O 1.213 4.630 1.423
O 0.126 5.416 -0.590
N -0.807 3.233 0.648
S -2.070 3.314 -0.467
O -1.655 3.452 -1.894
O -3.114 4.303 -0.044
C -2.882 1.651 -0.338
C -3.984 1.613 0.788
C -5.445 1.616 0.197
C -6.498 0.934 1.134
C -6.387 -0.647 1.173
C -7.109 -1.342 -0.034
C -6.206 -1.379 -1.348
C -6.935 -0.604 -2.519
C -6.556 -1.235 -3.925
C -7.201 -0.323 -5.049
H 1.815 -3.872 1.741
H 3.576 -3.667 2.007
H 2.488 -2.219 1.636
H 2.312 -2.771 -0.660
H 2.601 -4.583 -0.411
H 4.971 -4.250 -0.269
H 4.824 -2.453 0.028
H 4.360 -4.039 -2.653
H 3.635 -2.379 -2.390
H 6.575 -2.323 -1.789
H 6.261 -3.086 -3.363
H 6.400 -0.957 -4.143
H 4.635 -1.041 -3.935
H 5.017 1.029 -2.904
H 6.749 0.740 -2.541
H 5.993 -0.711 -0.523
H 4.302 -0.291 -0.884
H 4.914 1.324 0.807
H 6.637 1.280 0.335
H 6.203 2.807 -1.723
H 5.907 3.518 -0.124
H 3.806 2.942 -2.308
H 4.090 4.326 -1.218
H 2.921 1.634 -0.144
H 3.118 3.203 0.714
H 0.989 2.239 -1.158
H 1.747 3.767 -1.840
H -3.392 1.477 -1.310
H -2.090 0.877 -0.191
H -3.845 2.420 1.539
H -3.862 0.636 1.332
H -5.732 2.689 0.042
H -5.415 1.167 -0.827
H -7.529 1.187 0.769
H -6.385 1.343 2.167
H -5.320 -0.965 1.272
H -6.929 -0.969 2.103
H -8.122 -0.922 -0.226
H -7.250 -2.421 0.251
H -5.220 -0.907 -1.115
H -5.996 -2.438 -1.618
H -6.604 0.465 -2.582
H -8.042 -0.592 -2.377
H -5.454 -1.309 -4.045
H -7.049 -2.234 -3.966
H -6.451 0.419 -5.414
H -8.051 0.222 -4.574
H -7.624 -0.933 -5.883
C -5.787 1.145 5.633
O -5.742 1.358 4.226
H -6.337 0.227 5.830
H -4.772 1.047 6.028
H -6.296 1.981 6.121
H -5.252 2.172 4.074
C -7.810 -2.470 5.861
O -7.105 -1.970 6.987
H -7.217 -2.289 4.965
H -7.972 -3.546 5.976
H -8.771 -1.958 5.766
H -7.649 -2.143 7.762
C 1.030 9.120 -1.743
O 2.201 8.322 -1.685
H 1.304 10.123 -2.072
H 0.323 8.688 -2.455
H 0.573 9.177 -0.752
H 1.929 7.442 -1.391
C 1.993 -2.715 5.069
O 1.271 -2.918 3.861
H 2.971 -3.182 4.969
H 2.122 -1.646 5.253
H 1.459 -3.173 5.907
H 0.412 -2.499 3.968
C -10.499 -4.364 8.203
O -9.122 -4.182 8.490
H -10.994 -3.395 8.248
H -10.619 -4.784 7.200
H -10.945 -5.032 8.942
H -8.708 -5.050 8.446
C -10.146 -8.181 8.761
O -9.314 -7.089 8.383
H -10.249 -8.178 9.845
H -11.133 -8.074 8.306
H -9.692 -9.123 8.445
H -9.235 -7.110 7.425
C -4.209 -3.700 2.227
O -3.991 -3.374 0.860
H -4.070 -2.803 2.828
H -5.231 -4.068 2.360
H -3.496 -4.463 2.549
H -4.121 -4.179 0.353
C 7.381 6.308 0.737
O 7.521 5.228 -0.181
H 6.578 6.069 1.432
H 8.311 6.448 1.295
H 7.131 7.226 0.199
H 8.233 5.459 -0.784
C 8.943 2.697 -1.424
O 8.967 1.274 -1.374
H 8.286 3.064 -0.641
H 9.953 3.090 -1.261
H 8.565 3.027 -2.397
H 9.552 0.972 -2.073
C 1.942 11.647 0.604
O 2.804 12.728 0.256
H 1.815 11.638 1.685
H 0.968 11.782 0.127
H 2.385 10.702 0.284
H 2.902 12.718 -0.699
C 3.490 0.491 -6.898
O 4.291 -0.572 -6.396
H 2.623 0.607 -6.250
H 4.062 1.422 -6.904
H 3.151 0.259 -7.912
H 5.049 -0.659 -6.979
C 8.293 -4.876 -5.103
O 8.114 -3.506 -5.449
H 7.316 -5.319 -4.918
H 8.777 -5.406 -5.924
H 8.902 -4.954 -4.197
H 8.985 -3.136 -5.608
C 6.553 -7.341 -7.739
O 7.931 -7.223 -7.401
H 6.102 -6.352 -7.703
H 6.448 -7.748 -8.748
H 6.046 -7.994 -7.023
H 8.311 -8.104 -7.438

net charge = -1
LUMO energy = 1.40 eV
HOMO = -5.45 eV
2S+1 = 1
electronic energy = -3561.5475 hartree

=====

Record 8
This record from OMol25 describes a gas-phase ion, C3H8NO2 (charge +1). The level of theory is ωB97M-V with the def2-TZVPD basis set.

Atoms and positions in Å:
C 0.521 -1.409 -0.244
C -1.091 0.229 -0.524
C 0.109 0.834 0.258
N 1.059 -0.230 0.486
O -2.210 -0.094 0.186
O 0.849 1.899 -0.187
H 0.409 -2.325 0.462
H 1.002 -1.643 -1.214
H -1.084 0.083 -1.577
H -0.409 1.071 1.226
H 1.314 -0.466 1.394
H 1.812 0.238 0.044
H -2.682 -0.964 -0.158
H 0.402 2.777 -0.151

net charge = +1
LUMO energy (alpha / beta) = -4.84 / -4.70 eV
HOMO (alpha / beta) = -13.07 / -13.27 eV
2S+1 = 1
relative energy (zero: lowest compared OMol25 entry of this formula, charge and spin) = 122.4 kcal/mol
electronic energy = -323.9322 hartree

=====

Record 9
This record from OMol25 describes 17 unconnected molecules or ions with the total composition H34O17. The level of theory is ωB97M-V with the def2-TZVPD basis set.

Atoms and positions in Å:
O 0.490 1.459 -1.310
H 0.210 0.666 -1.294
H -0.183 1.910 -0.828
O 4.610 3.614 -1.691
H 4.005 4.217 -1.357
H 4.130 3.126 -2.329
O 0.108 3.768 -3.823
H 0.438 3.236 -4.541
H 0.186 3.368 -2.966
O -3.199 -4.316 0.427
H -3.013 -3.832 -0.292
H -2.427 -4.456 0.914
O 1.102 -4.606 -2.528
H 1.631 -4.509 -3.171
H 1.459 -5.267 -1.928
O 2.623 -0.980 0.417
H 3.275 -0.359 0.449
H 2.446 -0.930 1.341
O -2.521 3.432 1.989
H -2.994 3.756 1.272
H -2.917 2.498 1.990
O 4.764 -3.373 -1.559
H 4.763 -2.435 -1.200
H 3.899 -3.650 -1.927
O -3.629 1.533 -0.609
H -3.417 0.842 -0.143
H -3.875 1.226 -1.425
O -3.483 -1.570 -2.632
H -3.006 -1.745 -1.914
H -4.390 -1.710 -2.473
O -1.443 0.152 0.608
H -1.892 -0.521 1.314
H -0.713 0.554 1.241
O 4.316 3.291 1.120
H 4.906 3.560 0.430
H 4.788 2.516 1.320
O 1.773 3.896 -0.734
H 1.360 4.167 0.163
H 2.609 3.271 -0.726
O -0.860 -3.515 3.717
H -0.579 -2.761 4.142
H -1.843 -3.151 3.697
O -0.997 -2.869 0.946
H -0.558 -3.436 0.171
H -0.188 -2.726 1.442
O -0.212 1.953 2.555
H 0.346 2.686 2.406
H -1.110 2.556 2.645
O -3.403 -1.737 2.916
H -4.339 -1.754 3.123
H -3.331 -1.972 1.976

LUMO energy = -0.25 eV
HOMO = -10.78 eV
2S+1 = 1
relative energy (zero: lowest compared OMol25 entry of this formula, charge and spin) = 160.7 kcal/mol
electronic energy = -1299.2738 hartree